Record 1
# C8H8

The molecule C8H8 in a non-equilibrium geometry (ωB97M-V with the def2-TZVPD basis set, the Open Molecules 2025 dataset).

The LUMO energy comes out at 0.95 eV. Its largest force on an atom is 5.00 eV/A. The calculation puts the energy above the lowest of the compared OMol25 structures with the same formula, charge and spin at 214.5 kJ/mol. The value obtained for the total energy is -309.5321 Eh. As for the SMILES: C1=C[C@H]2C=CCC2=C1. The molecular weight is 104.15 g mol⁻¹.

CARTESIAN COORDINATES (ANGSTROEM)
1 C -2.1974 0.0788 -0.2470
2 C -1.4838 -1.1178 -0.2094
3 C -0.1109 -0.8014 0.3822
4 C 1.1983 -1.1784 -0.1197
5 C 1.9869 -0.1850 -0.3852
6 C 1.2971 1.1450 0.0355
7 C -0.1055 0.7210 0.3117
8 C -1.2783 1.2031 -0.0974
9 H -3.3313 0.0574 -0.4270
10 H -1.9726 -2.1127 0.0052
11 H -0.1251 -0.9017 1.4847
12 H 1.3651 -2.3324 -0.0026
13 H 2.9954 -0.2580 -0.8260
14 H 1.8214 1.3907 0.9553
15 H 1.3922 1.9728 -0.6595
16 H -1.4515 2.3186 -0.2006

---

Record 2
# C3H6N2O

A cluster of 2 separate species, C3H6N2O in total in a non-equilibrium geometry (ωB97M-V with the def2-TZVPD basis set, the Open Molecules 2025 dataset).

The LUMO energy (alpha / beta) comes out at 1.11 / 1.11 eV. Its largest force on an atom is 6.63 eV/A. The calculation puts the energy above the lowest of the compared OMol25 structures with the same formula, charge and spin at 428.0 kJ/mol. The value obtained for the total energy is -302.5301 Eh. As for the SMILES: C/C=[NH+]\[O-].C#N. The molecular weight is 86.09 g mol⁻¹.

CARTESIAN COORDINATES (ANGSTROEM)
1 C 1.3924 -0.0960 -0.7733
2 C 0.7512 0.4992 0.4304
3 N -0.3471 1.1899 0.3533
4 O -1.1525 1.2890 -0.6132
5 H 2.4194 -0.1546 -0.6427
6 H 1.0051 0.2773 -1.7235
7 H 0.9702 -1.1221 -0.7343
8 H 1.2980 0.6344 1.2851
9 H -0.6812 1.6702 1.1817
10 C -1.8935 -1.4334 0.4570
11 N -1.1044 -1.1404 1.1984
12 H -2.6577 -1.6133 -0.4188

---

Record 3
# C24H25FN3O6S2

The ion C24H25FN3O6S2 with charge +1 in a non-equilibrium geometry (ωB97M-V with the def2-TZVPD basis set, the Open Molecules 2025 dataset).

The LUMO energy comes out at -3.62 eV. Its largest force on an atom is 1.09 eV/A. The calculation puts the energy above the lowest of the compared OMol25 structures with the same formula, charge and spin at 0.0 kJ/mol. As for the net charge: +1. The value obtained for the total energy is -2441.3003 Eh. As for the SMILES: O=S(=O)(/[NH+]=C1\C=CC=C\C1=C(\O)Nc1cc(S(=O)(=O)N2CCCCC2)ccc1O)c1ccc(F)cc1. The molecular weight is 534.61 g mol⁻¹.

CARTESIAN COORDINATES (ANGSTROEM)
1 O -2.3767 -1.0921 -1.3295
2 S -3.0464 -1.3775 -0.0756
3 O -2.6679 -2.5241 0.6694
4 N -2.6546 -0.0405 0.8950
5 C -2.8399 1.2394 0.3342
6 C -4.0507 1.9098 0.4859
7 C -4.2458 3.1626 -0.0646
8 C -3.2216 3.7760 -0.7706
9 C -2.0002 3.1449 -0.8920
10 C -1.7882 1.8722 -0.3500
11 C -0.4422 1.2832 -0.4633
12 O -0.2108 0.0774 -0.8381
13 N 0.5677 2.0739 -0.1627
14 C 1.9499 1.8138 -0.1940
15 C 2.5373 0.7314 -0.8352
16 C 3.9091 0.5865 -0.8014
17 S 4.6344 -0.8282 -1.6775
18 O 3.7273 -1.1274 -2.7420
19 O 5.9903 -0.4772 -1.9559
20 N 4.6369 -2.1012 -0.6432
21 C 5.6002 -2.1180 0.4310
22 C 4.9952 -1.6182 1.7440
23 C 3.7373 -2.4224 2.0699
24 C 2.7395 -2.3178 0.9172
25 C 3.3987 -2.7940 -0.3791
26 C 4.7131 1.5080 -0.1572
27 C 4.1386 2.6007 0.4714
28 C 2.7597 2.7634 0.4591
29 O 2.1288 3.8132 1.0442
30 C -4.8050 -1.2991 -0.3238
31 C -5.3021 -0.5253 -1.3569
32 C -6.6714 -0.4418 -1.5345
33 C -7.4990 -1.1416 -0.6664
34 F -8.8184 -1.0564 -0.8303
35 C -7.0006 -1.9260 0.3655
36 C -5.6300 -2.0020 0.5363
37 H -3.0814 -0.1492 1.8048
38 H -4.8425 1.4354 1.0467
39 H -5.1960 3.6584 0.0551
40 H -3.3718 4.7478 -1.2124
41 H -1.2040 3.6236 -1.4422
42 H -1.0450 -0.4594 -1.1022
43 H 0.3633 2.9994 0.2095
44 H 1.9589 0.0127 -1.3893
45 H 6.4408 -1.5031 0.1102
46 H 5.9500 -3.1482 0.5566
47 H 5.7301 -1.7248 2.5423
48 H 4.7396 -0.5593 1.6536
49 H 3.2857 -2.0562 2.9935
50 H 4.0078 -3.4691 2.2202
51 H 1.8591 -2.9293 1.1180
52 H 2.4160 -1.2798 0.8092
53 H 2.7566 -2.6329 -1.2447
54 H 3.6211 -3.8638 -0.3043
55 H 5.7825 1.3720 -0.1760
56 H 4.7591 3.3339 0.9659
57 H 2.7716 4.4163 1.4393
58 H -4.6192 -0.0179 -2.0188
59 H -7.1030 0.1427 -2.3309
60 H -7.6807 -2.4635 1.0065
61 H -5.1909 -2.6112 1.3102

---

Record 4
# C2H7NO3

A cluster of 2 separate species, C2H7NO3 in total in a non-equilibrium geometry (ωB97M-V with the def2-TZVPD basis set, the Open Molecules 2025 dataset).

The LUMO energy comes out at 0.81 eV. Its largest force on an atom is 4.11 eV/A. The calculation puts the energy above the lowest of the compared OMol25 structures with the same formula, charge and spin at 138.9 kJ/mol. The value obtained for the total energy is -360.8608 Eh. As for the SMILES: O=CO.NCO. The molecular weight is 93.08 g mol⁻¹.

CARTESIAN COORDINATES (ANGSTROEM)
1 O 0.0262 0.6421 1.9559
2 C -0.1330 1.7564 1.3707
3 O 0.2685 1.9861 0.0875
4 H -0.7214 2.5541 1.8991
5 H 0.6314 1.1467 -0.2826
6 N -0.9223 -1.4839 -0.1985
7 C -0.0346 -0.9186 -1.2448
8 O 1.1626 -0.2890 -0.6982
9 H -0.2591 -2.0868 0.3960
10 H -1.2032 -0.8094 0.5139
11 H -0.5963 -0.1022 -1.8879
12 H 0.3606 -1.6689 -2.0149
13 H 1.4206 -0.7265 0.1037

---

Record 5
# C27H31BrCdN6O3S

A structure of composition C27H31BrCdN6O3S in a non-equilibrium geometry (ωB97M-V with the def2-TZVPD basis set, the Open Molecules 2025 dataset).

The LUMO energy comes out at 2.66 eV. Its largest force on an atom is 6.54 eV/A. The calculation puts the energy above the lowest of the compared OMol25 structures with the same formula, charge and spin at 0.0 kJ/mol. As for the net charge: -2. The value obtained for the total energy is -4741.4363 Eh. The molecular weight is 711.97 g mol⁻¹.

CARTESIAN COORDINATES (ANGSTROEM)
1 Cd 7.0903 -5.2288 -2.9882
2 C -4.4536 -3.3961 -2.2136
3 C -4.4312 -3.3100 -3.6916
4 N -3.0430 -3.4142 -4.2142
5 C -2.1879 -2.3773 -4.1868
6 S -2.6894 -0.7862 -3.9421
7 N -0.8586 -2.8893 -4.3806
8 N 0.1811 -2.0817 -4.4819
9 C 1.2805 -2.7066 -4.3790
10 C 1.4284 -4.1597 -4.2603
11 C 2.5205 -1.9081 -4.4789
12 C 2.3625 -0.5643 -4.9328
13 C 3.4608 0.0554 -5.4647
14 C 4.6822 -0.5062 -5.1850
15 C 4.7519 -1.7630 -4.5555
16 N 3.7091 -2.4576 -4.2365
17 H -3.8172 -4.2004 -1.9517
18 H -4.0228 -2.4924 -1.7358
19 H -5.3675 -3.6916 -1.7148
20 H -5.0870 -4.0865 -4.2086
21 H -4.8434 -2.3921 -4.1375
22 H -2.7259 -4.3253 -4.1788
23 H 0.6089 -4.7286 -4.7963
24 H 2.4797 -4.3018 -4.6133
25 H 1.4573 -4.5132 -3.2779
26 H 1.3588 -0.1135 -4.9297
27 H 3.2395 1.0321 -5.8759
28 H 5.6118 -0.1192 -5.5212
29 H 5.7445 -2.0153 -4.3987
30 O 1.2297 2.9607 2.1175
31 C 1.3589 1.6491 2.1320
32 C 1.8676 1.1124 0.9513
33 C 2.4115 -0.1345 0.8922
34 C 2.6306 -0.9119 1.9865
35 C 2.0263 -0.4661 3.1745
36 C 1.4023 0.8197 3.2502
37 C 0.6531 1.1596 4.5441
38 O 1.4713 1.0880 5.7604
39 N 0.0232 2.4659 4.4732
40 N -1.1870 2.3459 4.0357
41 C -1.8517 3.4144 3.7371
42 C -3.0940 3.4248 3.0563
43 Br -3.6500 1.8964 2.1022
44 C -3.9260 4.5057 3.0830
45 C -4.0591 5.4964 4.0824
46 C -3.5422 5.3778 5.4318
47 C -3.8300 6.3703 6.3700
48 C -4.7015 7.4764 6.1586
49 C -5.1641 7.5877 4.8379
50 C -4.9509 6.6007 3.8654
51 H 1.2572 1.9546 6.1661
52 H 1.7558 1.6737 -0.0321
53 H 2.7381 -0.4661 -0.0813
54 H 3.1594 -1.9040 2.0993
55 H 2.0421 -1.0502 4.1201
56 H -0.1621 0.4703 4.6215
57 H 0.7632 3.1718 3.0432
58 H -1.5700 4.4180 4.0771
59 H -4.6962 4.7142 2.3096
60 H -3.0360 4.5194 5.8152
61 H -3.4247 6.1452 7.4275
62 H -4.9861 8.2310 6.8986
63 H -5.7001 8.4521 4.4991
64 H -5.3965 6.6971 2.9020
65 C 4.9768 -6.6241 -1.6422
66 O 6.0590 -6.8114 -2.3284
67 H 3.9928 -6.3266 -2.0134
68 H 5.0921 -5.7104 -0.9084
69 H 4.7901 -7.4559 -0.9402
70 H 8.7869 -4.8966 -3.1435

---

Record 6
# C33H26N6PdS2

A structure of composition C33H26N6PdS2 in a non-equilibrium geometry (ωB97M-V with the def2-TZVPD basis set, the Open Molecules 2025 dataset).

The LUMO energy comes out at -0.87 eV. Its largest force on an atom is 3.58 eV/A. The calculation puts the energy above the lowest of the compared OMol25 structures with the same formula, charge and spin at 77.8 kJ/mol. The value obtained for the total energy is -2525.9185 Eh. The molecular weight is 677.17 g mol⁻¹.

CARTESIAN COORDINATES (ANGSTROEM)
1 Pd -0.3816 -0.2897 -1.6859
2 N -3.5985 2.6590 -1.3187
3 C -2.4626 1.9110 -1.4260
4 S -2.6423 0.1675 -1.4265
5 N -1.3237 2.4958 -1.6208
6 N -0.2609 1.7302 -1.7471
7 C 0.9905 2.2169 -1.7515
8 C 1.2191 3.6620 -1.5889
9 C 2.0463 4.1883 -0.5991
10 C 2.2167 5.5586 -0.4920
11 C 1.5667 6.4165 -1.3647
12 C 0.7366 5.8977 -2.3465
13 C 0.5559 4.5330 -2.4532
14 C 2.0076 1.2725 -2.0119
15 C 3.3884 1.5839 -2.0881
16 C 4.2891 0.6169 -2.4328
17 C 3.8249 -0.6723 -2.7506
18 C 2.4744 -0.9261 -2.6649
19 N 1.5860 -0.0202 -2.2717
20 H -4.3988 2.1824 -0.9366
21 H -3.4683 3.6131 -1.0195
22 H 2.5405 3.5235 0.0971
23 H 2.8575 5.9609 0.2812
24 H 1.7084 7.4865 -1.2831
25 H 0.2318 6.5592 -3.0360
26 H -0.0862 4.1241 -3.2188
27 H 3.7066 2.5906 -1.8634
28 H 5.3469 0.8314 -2.4704
29 H 4.5092 -1.4523 -3.0398
30 H 2.0778 -1.9045 -2.9137
31 C -3.6532 -4.8780 -3.0866
32 C -3.6817 -3.5187 -3.4331
33 C -2.6785 -2.6823 -3.0302
34 C -1.6128 -3.1471 -2.2267
35 C -0.5823 -2.3052 -1.7394
36 C 0.4368 -2.8366 -0.9864
37 C 0.4699 -4.2065 -0.6740
38 C -0.5244 -5.0334 -1.1064
39 C -1.5835 -4.5323 -1.8876
40 C -2.6193 -5.3717 -2.3426
41 H -4.4474 -5.5320 -3.4196
42 H -4.5063 -3.1477 -4.0244
43 H -2.6847 -1.6393 -3.3267
44 H 1.2456 -2.2176 -0.6008
45 H 1.2884 -4.5890 -0.0808
46 H -0.5082 -6.0838 -0.8511
47 H -2.5823 -6.4152 -2.0677
48 S 1.0622 -2.0279 4.8905
49 C 0.6457 -1.4441 3.2475
50 C 1.4202 -0.4731 2.6302
51 C 0.9769 0.0488 1.4279
52 N -0.1518 -0.3301 0.8314
53 C -0.8612 -1.2991 1.4133
54 C -0.5017 -1.8926 2.6096
55 C 0.0938 -0.7466 5.7035
56 C 0.6819 0.4612 6.0426
57 C -0.1113 1.4135 6.6668
58 N -1.3884 1.2272 6.9476
59 C -1.9414 0.0773 6.6060
60 C -1.2490 -0.9485 5.9776
61 H 2.3334 -0.1258 3.0873
62 H 1.5390 0.8297 0.9288
63 H -1.7727 -1.5922 0.9055
64 H -1.1024 -2.6749 3.0450
65 H 1.7227 0.6508 5.8340
66 H 0.2993 2.3705 6.9616
67 H -2.9893 -0.0311 6.8535
68 H -1.7382 -1.8736 5.7177

---

Record 7
# C4H8O3S

A structure of composition C4H8O3S in a non-equilibrium geometry (ωB97M-V with the def2-TZVPD basis set, the Open Molecules 2025 dataset).

The LUMO energy comes out at 0.24 eV. Its largest force on an atom is 6.02 eV/A. The calculation puts the energy above the lowest of the compared OMol25 structures with the same formula, charge and spin at 487.7 kJ/mol. The value obtained for the total energy is -780.9475 Eh. The molecular weight is 136.17 g mol⁻¹.

CARTESIAN COORDINATES (ANGSTROEM)
1 C -1.2518 0.7492 0.8292
2 C -0.9161 -0.3224 -0.2023
3 C 0.5206 -0.3127 -0.7883
4 C -0.0792 -1.5014 0.0544
5 H -1.4227 2.5013 -0.2294
6 H -2.4738 0.5680 0.9181
7 H -0.6837 0.4182 1.8204
8 H -2.6610 -1.3447 -1.2397
9 H 0.5699 -0.7339 -1.8652
10 H 1.2672 1.4790 0.1344
11 H -0.2763 -2.6356 -0.0718
12 H 1.3160 -1.2494 1.2875
13 O -0.8107 2.0589 0.5380
14 O -1.8822 -0.3659 -1.2145
15 O 0.3408 -1.5629 1.3694
16 S 2.0963 0.5174 -0.3535

---

Record 8
# C2HHgLiO3

A structure of composition C2HHgLiO3 in a non-equilibrium geometry (ωB97M-V with the def2-TZVPD basis set, the Open Molecules 2025 dataset).

The LUMO energy (alpha / beta) comes out at -4.18 / -5.34 eV. Its largest force on an atom is 2.16 eV/A. Its spin multiplicity is 2. The calculation puts the energy above the lowest of the compared OMol25 structures with the same formula, charge and spin at 0.0 kJ/mol. As for the net charge: +1. The value obtained for the total energy is -463.2322 Eh. The molecular weight is 280.56 g mol⁻¹.

CARTESIAN COORDINATES (ANGSTROEM)
1 O 0.9026 0.0636 0.6950
2 C -0.0509 0.4027 1.4321
3 O 0.5262 -1.1219 -1.8846
4 C -0.4056 -0.5106 -1.5511
5 O -1.2771 0.2421 -1.3907
6 Li 2.0909 -0.8581 -0.3088
7 H 0.1941 0.2193 2.5194
8 Hg -1.9801 1.5629 0.4888